# 1
49
Properties=species:S:1:pos:R:3:forces:R:3 method="wB97M-V/def2-TZVPD" e_lumo_ev=2.6557 smiles="C[Si](C)(CCCCCCCCOS(=O)(=O)[O-])c1ccccc1" spin_multiplicity=1 total_charge=-1 fmax_ev_per_a=7.79 e_tot_ha=-1614.3516 e_homo_ev=-4.9
C -3.52626 -2.05294 -0.12783 0.33 0.15 -0.28
Si -1.91151 -0.98084 -0.14379 0.60 -0.94 -0.06
C -0.84979 -1.48305 1.36214 0.14 -1.06 0.41
C -2.29038 0.88671 -0.31199 -0.01 0.54 -0.15
C -2.14193 1.75528 1.03344 -0.93 1.49 -1.12
C -1.21970 3.04918 0.70064 0.54 0.26 1.19
C 0.33597 2.82632 1.11193 -0.73 -0.22 -0.34
C 1.25286 2.84912 -0.20984 0.84 0.65 0.54
C 2.56517 1.92736 -0.12846 0.19 -0.62 -0.86
C 2.25230 0.40686 0.31411 0.12 -0.24 1.24
C 2.68725 0.09996 1.85362 -0.42 1.64 -1.30
O 2.45375 -1.31602 2.05955 -0.32 1.34 1.51
S 2.07436 -1.67028 3.66204 -1.77 -6.22 4.34
O 3.36451 -1.72915 4.45871 -2.53 1.14 -2.49
O 1.01863 -0.76305 4.24822 2.48 -0.70 -2.23
O 1.44292 -3.20115 3.63006 2.34 5.66 -1.03
C -0.90998 -1.46653 -1.74317 1.30 -0.37 -3.13
C 0.22732 -2.51546 -1.77319 -0.93 2.12 -3.96
C 0.96619 -2.75123 -3.14367 -2.60 2.58 -0.04
C 0.54238 -1.93562 -4.40644 -1.61 0.53 2.47
C -0.62573 -0.90345 -4.39485 0.95 -2.01 4.04
C -1.34399 -0.67973 -3.04281 2.80 -2.37 -0.67
H -4.08968 -1.78708 0.82891 0.43 -0.51 -1.40
H -4.09945 -1.79845 -1.09081 0.49 -0.54 1.56
H -3.20903 -3.15792 -0.12571 -0.65 1.63 0.02
H -1.25998 -2.50009 1.73915 0.67 1.59 -0.50
H 0.23838 -1.70715 1.05249 -1.65 0.58 0.75
H -0.89162 -0.78144 2.25952 0.35 -0.95 -1.18
H -3.35851 0.98567 -0.71827 1.46 0.00 0.46
H -1.57506 1.32072 -1.11141 -1.18 -0.73 1.25
H -1.80102 1.17761 1.95326 -0.20 0.82 -1.33
H -3.19159 2.18843 1.26520 1.63 -0.85 -0.16
H -1.61355 3.94871 1.29935 0.48 -1.28 -0.91
H -1.22841 3.34081 -0.40741 -0.40 -0.54 1.56
H 0.35949 1.81524 1.67343 0.31 1.66 -0.95
H 0.66696 3.66126 1.83996 -0.41 -1.46 -1.15
H 0.66177 2.61626 -1.17027 0.77 0.03 1.60
H 1.61055 3.94528 -0.33253 -0.57 -1.68 0.03
H 3.41491 2.38719 0.50998 -1.57 -0.69 -0.76
H 3.00349 1.86647 -1.19720 -0.65 0.23 1.61
H 2.79680 -0.37890 -0.31367 -0.83 1.25 0.59
H 1.11478 0.19445 0.28438 1.86 0.34 -0.24
H 2.01847 0.77758 2.49771 0.96 -1.34 -0.55
H 3.77645 0.42080 2.04814 -1.48 -0.81 -0.30
H 0.51896 -3.09309 -0.83926 -0.39 0.92 -1.41
H 1.84226 -3.48814 -3.25150 -1.60 1.29 0.31
H 1.08556 -2.07273 -5.40523 -0.77 0.05 1.77
H -0.94429 -0.30913 -5.30906 0.62 -1.01 1.29
H -2.21097 0.07536 -2.98760 1.56 -1.34 -0.03

# 2
105
Properties=species:S:1:pos:R:3:forces:R:3 method="wB97M-V/def2-TZVPD" e_lumo_ev=-1.9269 spin_multiplicity=1 total_charge=+1 fmax_ev_per_a=0.08 e_tot_ha=-3635.6317 e_homo_ev=-9.5
Sc -0.12388 -0.49392 0.31345 0.07 0.01 0.03
C -2.34351 -2.66388 0.67954 -0.01 0.02 0.00
C -1.38025 -3.55269 -0.09290 0.00 0.03 0.01
N -0.22585 -2.78308 -0.60777 -0.03 0.00 -0.01
C 1.07582 -3.47523 -0.45919 -0.02 0.00 0.02
C 1.94734 -2.81856 0.62765 -0.01 0.02 0.02
N 1.11875 -2.02881 1.54590 0.05 -0.02 0.01
C 0.32929 -2.89173 2.44958 -0.01 0.02 -0.01
C -1.03014 -2.28444 2.76469 0.02 0.03 -0.01
N -1.65474 -1.71218 1.56082 -0.04 -0.04 0.03
H -2.90267 -2.06177 -0.03086 0.03 -0.01 0.02
H -3.06020 -3.28583 1.22895 0.00 0.00 0.00
H -1.01821 -4.36122 0.53760 0.00 -0.01 -0.01
H -1.92583 -4.02920 -0.91100 -0.01 0.01 0.00
H -0.36974 -2.59147 -1.59287 0.00 -0.01 0.01
H 0.90425 -4.52931 -0.23341 0.00 0.00 -0.01
H 1.61022 -3.43494 -1.40762 0.01 0.00 0.00
H 2.52347 -3.58349 1.15946 0.01 0.00 -0.01
H 2.65848 -2.14244 0.16241 0.01 0.00 0.00
H 1.70300 -1.43204 2.14354 -0.02 0.01 -0.03
H 0.21774 -3.86795 1.98315 0.00 -0.01 0.00
H 0.86812 -3.06069 3.38439 0.00 0.00 0.00
H -1.67640 -3.03912 3.22655 0.00 0.00 0.01
H -0.90772 -1.46690 3.47324 0.00 0.00 -0.01
H -2.32318 -1.00498 1.85434 0.00 -0.03 -0.01
C -4.66804 -1.20786 -1.65417 -0.01 -0.02 -0.01
C -4.47328 0.00275 -0.73782 0.01 0.02 0.01
C -5.00196 -0.25532 0.67535 -0.01 -0.01 -0.02
P -2.74371 0.70591 -0.67125 -0.04 0.04 0.03
C -3.07974 2.49872 -0.18101 -0.04 -0.03 0.00
C -2.16861 3.45888 -0.95670 0.01 0.01 0.00
C -4.51885 2.99825 -0.31277 -0.01 0.00 0.01
C -2.27020 0.84918 -2.40483 0.00 0.00 -0.03
C -3.15053 1.38013 -3.35094 0.00 -0.01 0.00
C -2.75644 1.64147 -4.64667 -0.02 0.01 0.01
C -1.43210 1.39221 -4.99147 0.01 0.00 -0.02
C -0.54924 0.85554 -4.07806 0.01 -0.01 0.02
C -0.94594 0.53058 -2.76393 -0.01 0.00 -0.01
N -0.06622 -0.04324 -1.84372 0.04 0.04 -0.06
C 1.07315 -0.68073 -2.38364 0.00 -0.02 0.01
C 0.97925 -1.63614 -3.40754 0.02 0.03 0.00
C 2.09782 -2.31816 -3.84933 0.01 0.00 0.00
C 3.33954 -2.07848 -3.26837 0.01 -0.01 -0.01
C 3.45093 -1.13258 -2.26309 -0.01 0.03 0.02
C 2.33720 -0.41640 -1.82189 -0.03 -0.01 -0.02
P 2.25750 0.79202 -0.45868 -0.04 -0.06 0.02
C 3.91743 0.98974 0.33270 0.03 -0.01 -0.01
C 5.06054 1.50790 -0.54391 -0.02 0.00 0.00
C 4.33697 -0.25815 1.11132 0.00 -0.01 0.01
C 1.89803 2.41512 -1.29261 -0.02 0.01 0.00
C 2.20654 3.59059 -0.36285 0.01 -0.01 0.02
C 2.52518 2.59740 -2.67290 -0.01 -0.01 -0.01
H -5.72461 -1.29216 -1.91470 0.00 -0.01 0.01
H -4.39649 -2.14888 -1.17548 0.01 0.00 -0.02
H -4.10637 -1.11845 -2.58400 0.00 0.01 0.01
H -5.06896 0.80961 -1.16642 0.01 -0.01 -0.01
H -4.53522 -1.13624 1.12145 -0.01 0.01 0.01
H -6.07695 -0.44281 0.65085 0.00 -0.01 0.00
H -4.83148 0.59144 1.34253 0.01 -0.02 0.01
H -2.80903 2.53636 0.87599 0.00 0.01 0.01
H -2.58758 3.66347 -1.94214 0.00 0.00 0.00
H -1.16149 3.07846 -1.12634 0.00 -0.01 0.00
H -2.09065 4.40505 -0.41735 0.01 0.00 0.00
H -4.86218 2.98150 -1.34866 0.00 0.00 0.00
H -4.55430 4.03909 0.01533 0.01 0.00 0.00
H -5.22954 2.44356 0.29775 0.00 0.02 -0.01
H -4.17149 1.59799 -3.05920 0.00 0.00 0.00
H -3.45240 2.04869 -5.36662 0.00 0.00 0.00
H -1.08214 1.62103 -5.99029 0.01 0.00 0.00
H 0.47177 0.67685 -4.38425 0.00 0.00 -0.01
H 0.01339 -1.81990 -3.86555 0.00 0.00 0.00
H 2.00397 -3.04569 -4.64545 0.00 0.00 0.00
H 4.21478 -2.61626 -3.60692 0.00 0.00 0.00
H 4.42090 -0.94871 -1.82306 0.00 0.00 0.00
H 3.69599 1.76074 1.08024 -0.01 0.00 0.00
H 5.27366 0.85496 -1.38897 0.00 0.00 0.00
H 5.97037 1.57524 0.05604 0.00 0.00 0.01
H 4.85757 2.50000 -0.93851 0.01 0.01 0.00
H 4.55909 -1.09923 0.45213 0.00 0.00 0.00
H 3.57347 -0.55328 1.83249 0.01 0.00 0.00
H 5.24788 -0.04347 1.67317 0.00 0.01 0.00
H 0.81485 2.37165 -1.43199 0.02 0.00 -0.01
H 3.27908 3.76282 -0.26963 0.00 0.00 0.00
H 1.79613 3.44526 0.63724 0.00 0.00 -0.01
H 1.76820 4.50149 -0.77504 0.00 0.00 0.00
H 3.61241 2.64658 -2.62949 0.00 0.00 0.00
H 2.16780 3.53215 -3.11052 0.00 0.00 0.00
H 2.25513 1.78918 -3.35109 0.00 0.00 0.00
S 0.19797 2.63566 4.07322 0.01 0.00 -0.01
C -0.32285 3.22585 2.56981 -0.02 0.00 0.02
C -0.35483 2.22432 1.64561 -0.02 0.00 -0.01
C 0.02604 0.91956 2.10520 0.02 -0.02 0.03
C 0.37546 1.02771 3.43489 -0.01 -0.01 -0.01
C 0.97533 0.06067 4.37969 0.00 0.02 0.02
C 0.54661 -0.00019 5.70919 0.01 0.00 -0.01
C 1.18960 -0.84383 6.59479 0.01 -0.01 0.00
C 2.24799 -1.61754 6.13995 0.00 0.01 0.01
C 2.59693 -1.51173 4.80642 -0.01 -0.01 -0.01
N 1.98643 -0.70038 3.94142 -0.01 -0.01 0.01
H -0.55938 4.27025 2.43609 0.00 0.00 -0.01
H -0.61752 2.43120 0.61815 0.00 0.01 -0.01
H -0.28449 0.61258 6.03117 0.00 0.00 0.00
H 0.87071 -0.89820 7.62744 0.00 0.00 0.00
H 2.78749 -2.28373 6.79789 0.00 0.00 0.00
H 3.41354 -2.10382 4.40463 0.00 0.00 0.00

# 3
23
Properties=species:S:1:pos:R:3:forces:R:3 method="wB97M-V/def2-TZVPD" e_lumo_ev=-3.8465 smiles="CC(C)([NH3+])C(=O)n1cccn1" spin_multiplicity=1 total_charge=+1 fmax_ev_per_a=4.42 e_tot_ha=-513.1481 e_homo_ev=-14.2
C -3.41969 0.03962 -0.08941 0.79 0.93 0.63
C -2.64623 1.25193 0.20460 -1.27 -0.61 0.57
C -2.42552 -0.90227 -0.15180 -1.57 -0.80 -0.35
C -0.01087 -1.07317 -0.00337 2.38 -1.89 0.24
C 2.46059 -0.90308 0.59236 0.09 0.16 -4.41
C 1.34675 0.29630 -1.52637 3.08 2.94 1.17
C 1.27118 -0.14351 -0.00690 -0.21 -1.58 -0.71
N -1.37930 0.98502 0.23837 1.39 0.28 -0.28
N -1.18958 -0.34665 -0.01270 -2.70 -0.62 -0.10
N 0.98968 0.98801 0.93218 -0.64 0.73 -1.38
O 0.07372 -2.30604 -0.05300 -0.80 3.58 0.06
H -4.52963 -0.08882 -0.13177 1.46 0.13 0.01
H -2.92943 2.23859 0.60769 -0.18 -0.58 -0.85
H -2.53590 -1.96627 -0.23748 0.16 -0.19 -0.24
H 3.08434 -0.26539 1.09995 1.33 1.59 1.50
H 3.10783 -1.29828 -0.22635 -0.65 -0.04 0.58
H 2.11529 -1.68023 1.15712 -0.66 -2.06 1.66
H 0.76132 1.20058 -1.68675 0.07 0.47 0.43
H 0.95718 -0.26010 -2.31727 -0.58 -2.18 -0.57
H 2.44604 0.57197 -1.86034 -2.09 -0.59 0.93
H -0.03410 1.28763 0.57642 0.40 1.15 0.49
H 1.69692 1.71107 1.04775 0.12 -0.05 -0.61
H 0.78940 0.66308 1.84707 0.04 -0.76 1.23

# 4
56
Properties=species:S:1:pos:R:3:forces:R:3 method="wB97M-V/def2-TZVPD" e_lumo_ev="-7.3654 / -8.7479" s2=6.02 spin_multiplicity=5 total_charge=+2 fmax_ev_per_a=4.41 e_tot_ha=-1942.3272 e_homo_ev="-14.2 / -14.8"
P 0.51963 -2.57714 -1.75324 -1.06 2.08 -2.51
P 0.06786 3.13922 -2.94159 1.42 2.55 2.24
C 0.23277 -1.19535 -2.89788 -0.63 0.56 -0.33
C 0.87051 0.17246 -2.86708 2.72 0.34 -0.21
H -0.88050 -1.07500 -3.21826 1.39 -0.58 0.82
H 0.75801 -1.65515 -3.76155 -1.12 0.21 0.27
H 1.75206 0.26301 -2.09582 -2.02 0.33 -1.33
H 1.29749 0.27767 -3.92501 -0.41 0.39 1.64
C -1.50077 4.07951 -2.67356 0.42 -0.12 -1.66
H -1.53023 4.96322 -2.03285 0.30 -0.45 0.30
H -2.23888 3.30458 -2.38115 -0.24 0.65 0.00
H -1.69161 4.41925 -3.72329 -0.43 -0.20 0.76
C 1.46064 3.88862 -2.00936 1.59 1.10 -0.71
H 2.07236 4.48450 -2.77797 -0.93 -0.76 0.75
H 2.21884 3.21956 -1.57675 -0.61 -0.35 -0.26
H 1.24386 4.63698 -1.22401 -0.67 -0.54 -0.39
C -0.79445 -3.61155 -2.46634 0.09 -0.56 0.77
H -0.80537 -4.47224 -1.80013 -0.68 -0.40 -0.26
H -0.66093 -3.94177 -3.51184 0.56 0.23 0.55
H -1.74608 -3.05667 -2.45524 0.33 -0.27 0.48
C 2.16424 -3.06734 -2.29670 0.27 -0.35 0.72
H 2.83974 -2.20309 -2.15496 -0.18 -0.53 0.27
H 2.27105 -3.39222 -3.35021 -0.59 0.11 0.60
H 2.39893 -3.90561 -1.62776 0.67 0.17 -0.26
Ru -1.03318 1.28846 -2.98038 0.95 -3.12 2.98
C 0.15106 1.75278 -5.59421 -1.40 -0.10 0.06
C -1.17384 1.55670 -5.22919 1.52 -0.39 -2.94
C -2.13527 0.84491 -6.19181 -0.27 -0.47 -0.10
C -1.61921 -0.60110 -6.61224 -0.12 1.60 -0.49
C -0.68365 -1.16208 -5.60980 -1.22 -1.30 0.12
C 0.63131 -1.21923 -5.76062 1.44 -1.23 -0.54
C 1.47739 -0.30506 -6.60532 -0.57 0.41 -0.87
C 0.83169 1.15358 -6.81499 0.76 -0.39 -0.72
C 0.33353 -1.96093 -0.09087 0.43 -0.12 0.81
H 0.76206 2.42354 -4.96858 -0.14 -0.39 -0.56
H -1.63127 2.17429 -4.42338 -0.67 0.90 -0.98
H -2.28166 1.43586 -7.13329 0.06 -0.25 0.97
H -3.11828 0.72963 -5.70251 0.35 0.20 -0.28
H -2.49488 -1.28808 -6.70867 0.78 0.56 -0.11
H -1.06028 -0.53760 -7.57799 -0.91 -0.13 0.62
H -1.24662 -1.67341 -4.79534 0.84 -0.39 -1.07
H 1.22223 -2.13505 -5.46060 -0.62 1.21 0.63
H 1.59780 -0.81258 -7.60084 0.09 0.78 0.59
H 2.50273 -0.19335 -6.18698 -0.74 -0.20 -0.11
H 1.69400 1.81038 -7.13022 -1.06 -0.50 0.38
H 0.13595 1.08273 -7.68953 0.47 0.30 0.89
H 0.57422 -0.86139 -0.09474 -0.28 -1.15 -0.10
H 1.05943 -2.46275 0.57919 -0.60 0.18 -0.12
H -0.71000 -2.12503 0.25151 0.66 0.10 -0.09
F -1.15528 2.82984 -0.23595 0.33 -0.83 -0.17
C -1.05419 1.43919 -0.32378 -0.11 0.66 0.02
F 0.35338 1.17962 -0.34460 -1.35 0.29 1.02
C -1.67885 1.00263 1.14718 -0.51 -0.10 1.85
F -1.76240 2.07765 2.00816 -0.09 -1.18 -1.80
F -2.92742 0.42145 1.09209 1.55 1.13 -0.79
F -0.93586 0.10624 1.85004 0.18 0.30 -1.31